<a>
Formula: C20H48O8S4
Source: the OMol25 dataset
Level of theory: ωB97M-V/def2-TZVPD

- HOMO level (eV) = -8.14
- LUMO level (eV) = -0.015
- 2S+1 = 1
- Kohn-Sham gap (eV) = 8.12

Last column: Löwdin charge in e.
Positions of all 80 atoms, in Å:
C 0.48064 -2.59389 5.00564  -0.2301
S -1.30916 -2.06606 5.03527  0.8363
O -2.04046 -3.35786 5.43209  -0.5813
C -1.17670 -1.01746 6.53648  -0.2592
H 1.20161 -1.77879 4.94306  0.0239
H 0.58598 -3.15276 4.07576  0.0425
H 0.75277 -3.13755 5.91033  0.0553
H -2.11731 -0.67275 6.96604  0.0479
H -0.50432 -0.20754 6.25359  0.0341
H -0.72870 -1.61758 7.32847  0.0487
C -3.09036 4.95320 -0.58041  -0.2376
S -3.15023 3.29049 0.23680  0.8453
O -1.91925 2.54208 -0.27212  -0.5680
C -2.57857 3.89987 1.85091  -0.2606
H -3.97322 5.44217 -0.16865  0.0461
H -3.23500 4.97061 -1.66063  0.0449
H -2.11983 5.38296 -0.33245  0.0552
H -2.47940 3.03016 2.50044  0.0382
H -3.17894 4.68492 2.31064  0.0594
H -1.53357 4.20069 1.77628  0.0591
C -1.63829 -4.08766 -1.17790  -0.2543
S 0.12412 -4.48235 -1.51657  0.8231
O 0.35572 -5.78498 -0.80471  -0.5807
C 0.09849 -4.88894 -3.38141  -0.2061
H -2.29042 -4.93922 -1.37199  0.0541
H -1.87282 -3.17799 -1.73070  0.0313
H -1.72357 -3.94555 -0.10057  0.0398
H 0.75652 -5.72927 -3.60264  0.0503
H 0.58360 -4.03611 -3.85622  -0.0125
H -0.86729 -5.12970 -3.82571  0.0487
C 1.24440 -1.36195 -3.27274  -0.2776
S 1.49082 -1.38070 -5.11779  0.8578
O 1.56648 -2.78464 -5.70658  -0.5816
C -0.23105 -0.77609 -5.42383  -0.2647
H 1.98606 -1.95036 -2.73252  0.0506
H 0.32222 -1.85557 -2.96610  0.0087
H 1.30614 -0.31228 -2.98554  0.0446
H -0.45605 -0.65912 -6.48393  0.0483
H -0.39352 0.14452 -4.86331  0.0300
H -0.95587 -1.44665 -4.96222  0.0402
C 3.25780 2.38967 3.63569  -0.0286
C 2.41524 1.14863 3.73979  -0.4369
O 1.83021 0.87515 4.80732  0.0322
C 2.38534 0.24059 2.49440  -0.0142
H 4.32790 2.18896 3.68772  0.0913
H 2.98738 3.05632 4.45456  0.0832
H 3.02678 2.89684 2.69893  0.0759
H 1.76138 0.62060 1.68548  0.0562
H 2.09488 -0.77747 2.75379  0.0810
H 3.40237 0.11916 2.12159  0.0840
C 3.69574 2.01640 -0.67081  -0.0263
C 4.50677 0.93607 -1.36753  -0.4811
O 4.04566 -0.11265 -1.78003  0.0687
C 5.92137 1.41358 -1.63672  -0.0260
H 2.66927 1.67447 -0.53838  0.0639
H 3.61886 2.93187 -1.25742  0.0907
H 4.14244 2.06075 0.32246  0.0735
H 6.60583 0.71589 -2.11926  0.0856
H 6.35413 1.53448 -0.64365  0.0803
H 5.90724 2.40055 -2.09910  0.0853
C -4.05749 0.48767 -1.61857  -0.0376
C -3.19032 0.59172 -2.84483  -0.4330
O -2.26578 -0.21611 -2.99236  0.0297
C -3.40293 1.80046 -3.78548  0.0007
H -4.63629 1.36967 -1.34442  0.0549
H -3.39627 0.35037 -0.76298  0.0604
H -4.75998 -0.34115 -1.70618  0.0939
H -2.64608 1.84688 -4.56851  0.0759
H -3.20149 2.69353 -3.19392  0.0638
H -4.43250 1.80153 -4.14337  0.0860
C -0.86653 0.25229 2.07592  -0.0234
C -0.48150 -0.86185 1.11970  -0.4533
O -0.38395 -2.01860 1.52979  0.0499
C -0.40793 -0.50543 -0.35728  -0.0017
H -0.11155 1.02022 2.24443  0.0673
H -0.94152 -0.31087 3.00615  0.0345
H -1.83894 0.70302 1.87752  0.0715
H 0.58187 -0.06420 -0.47433  0.0827
H -1.21651 0.19342 -0.57158  0.0429
H -0.59236 -1.33266 -1.04269  0.0463

***

<b>
Formula: C20H48O8S4
Source: the OMol25 dataset
Level of theory: ωB97M-V/def2-TZVPD

- HOMO level (eV) = -8.51
- LUMO level (eV) = -0.105
- 2S+1 = 1
- Kohn-Sham gap (eV) = 8.40

Last column: Löwdin charge in e.
Positions of all 80 atoms, in Å:
C -9.32797 -25.25135 -25.30972  -0.2818
S -10.81719 -24.40811 -25.83961  0.8225
O -11.94557 -24.68444 -24.88538  -0.5634
C -10.15891 -22.74442 -25.48330  -0.2797
H -9.41331 -26.33195 -25.40895  0.0519
H -9.02386 -24.98998 -24.29116  0.0439
H -8.44020 -24.98788 -25.89323  0.0555
H -9.15647 -22.70196 -25.92841  0.0405
H -10.07391 -22.53280 -24.42189  0.0373
H -10.56666 -21.89916 -26.04124  0.0463
C -8.32039 -17.09028 -27.90516  -0.2767
S -7.37884 -18.48384 -28.61788  0.8364
O -5.93434 -18.02315 -28.72582  -0.5713
C -7.35519 -19.45807 -27.08050  -0.2694
H -9.22235 -17.42719 -27.39963  0.0337
H -8.55411 -16.35676 -28.67368  0.0483
H -7.65522 -16.61367 -27.18570  0.0473
H -6.68299 -20.28556 -27.30008  0.0507
H -8.31568 -19.91475 -26.82594  0.0337
H -7.03651 -18.87312 -26.22192  0.0427
C -8.42365 -17.70502 -23.64581  -0.2318
S -9.52548 -19.12078 -23.94684  0.8291
O -8.71625 -20.38075 -24.10811  -0.5743
C -10.23961 -19.30514 -22.28449  -0.2343
H -7.52136 -18.04376 -23.14210  0.0314
H -8.97767 -16.91598 -23.13516  0.0115
H -8.10663 -17.24552 -24.58637  0.0372
H -9.50702 -19.77144 -21.62674  0.0370
H -11.13445 -19.92295 -22.35160  0.0547
H -10.53990 -18.36330 -21.82163  0.0271
C -9.23127 -14.05159 -19.73365  -0.2331
S -9.80486 -14.99584 -21.21359  0.8410
O -9.32244 -16.39517 -20.94530  -0.5819
C -11.57609 -14.94656 -20.72973  -0.2403
H -8.16882 -13.86158 -19.67338  0.0522
H -9.61882 -14.73429 -18.97674  0.0455
H -9.84457 -13.15176 -19.66973  0.0516
H -11.67883 -14.66517 -19.67932  0.0454
H -11.97477 -15.94457 -20.88464  0.0515
H -12.10930 -14.15560 -21.25720  0.0466
C -8.25005 -22.62339 -21.34766  -0.0137
C -7.40420 -23.54007 -22.14756  -0.4969
O -7.48413 -24.74144 -21.99896  0.0570
C -6.31824 -22.97713 -23.04190  -0.0006
H -8.92602 -22.00793 -21.95362  0.0602
H -7.73932 -21.89212 -20.71876  0.0573
H -8.94498 -23.21927 -20.75355  0.0954
H -5.73887 -23.85600 -23.33108  0.0856
H -5.67994 -22.28738 -22.49572  0.0464
H -6.76217 -22.58981 -23.95994  0.0808
C -4.91259 -18.61866 -22.46130  -0.0250
C -3.90974 -19.61050 -23.02280  -0.4863
O -3.39021 -19.46601 -24.09593  0.0871
C -3.57385 -20.82909 -22.17503  -0.0313
H -5.82530 -19.20660 -22.35193  0.0727
H -4.96932 -17.70518 -23.04715  0.0886
H -4.59264 -18.26167 -21.47747  0.0766
H -4.30117 -21.01208 -21.37928  0.0554
H -2.63745 -20.67264 -21.63178  0.0907
H -3.44409 -21.71684 -22.78777  0.0829
C -11.36762 -13.69575 -25.05096  -0.0171
C -10.76404 -15.04166 -25.44768  -0.5076
O -9.64598 -15.12094 -25.88410  0.0678
C -11.69944 -16.20574 -25.36729  -0.0198
H -11.91997 -13.35455 -25.93496  0.0915
H -10.54468 -12.99929 -24.91346  0.0839
H -12.12634 -13.77794 -24.27746  0.0702
H -12.03186 -16.37394 -24.34301  0.0836
H -11.17138 -17.11167 -25.67501  0.0572
H -12.49912 -16.06001 -26.09448  0.0969
C -5.42134 -19.94868 -18.34110  -0.0084
C -6.82558 -19.83421 -18.89835  -0.4916
O -7.61238 -20.74636 -18.86426  0.0599
C -7.21153 -18.52840 -19.55586  -0.0155
H -5.32116 -20.90449 -17.83389  0.0859
H -5.26302 -19.14514 -17.61916  0.0868
H -4.71635 -19.83120 -19.16305  0.0677
H -6.42344 -18.09299 -20.17370  0.0578
H -7.41069 -17.86456 -18.71308  0.0964
H -8.00431 -18.66532 -20.28686  0.0569

***

Verdict on stability: <a> comes out at the bottom.